Molecular formula: C18H16N2O5S
Method: DFT, ωB97M-V with the def2-TZVPD basis set

total energy: -1579.4783 a.u.
HOMO-LUMO gap: 8.55 eV
SMILES: CCOc1ccccc1N1C(=O)C[C@@H](Sc2ncccc2C(=O)O)C1=O
strongest force on any atom: 1.27 eV/Å
HOMO energy: -0.31289 Eh
energy relative to the best compared isomer or geometry (same formula, charge and spin): 0.00 kcal per mole

ORCA input file:
```
! RIJCOSX wB97M-V def2-TZVPD def2/J DEFGRID3
* xyz 0 1
C 3.0086 3.3779 -0.6409
C 3.3016 2.5515 0.6077
O 2.6757 1.2846 0.5739
C 3.2169 0.2772 -0.1517
C 4.3930 0.3295 -0.8913
C 4.8184 -0.7768 -1.6080
C 4.0862 -1.9489 -1.6096
C 2.9208 -2.0247 -0.8652
C 2.4974 -0.9289 -0.1396
N 1.3105 -0.9877 0.6388
C 1.3131 -0.8003 2.0095
O 2.2951 -0.6998 2.6906
C -0.1323 -0.7968 2.4693
C -0.9507 -1.0353 1.2137
S -2.0696 0.3840 0.8234
C -3.4653 -0.4864 0.2626
N -3.4596 -1.8112 0.3315
C -4.5051 -2.4818 -0.1068
C -5.6345 -1.8798 -0.6476
C -5.6666 -0.4984 -0.7069
C -4.5736 0.2257 -0.2408
C -4.5157 1.6866 -0.2462
O -3.5851 2.3115 0.2142
O -5.5766 2.2862 -0.8000
C 0.0560 -1.1597 0.0888
O -0.1718 -1.3632 -1.0729
H 1.9341 3.4898 -0.7620
H 3.4048 2.8951 -1.5310
H 3.4581 4.3623 -0.5424
H 4.3808 2.4450 0.7685
H 2.8705 3.0397 1.4860
H 4.9860 1.2298 -0.9197
H 5.7340 -0.7117 -2.1769
H 4.4194 -2.8012 -2.1803
H 2.3324 -2.9287 -0.8457
H -0.3519 0.1693 2.9270
H -0.2783 -1.5650 3.2294
H -1.6088 -1.9062 1.2408
H -4.4288 -3.5574 -0.0167
H -6.4595 -2.4754 -1.0023
H -6.5199 0.0308 -1.1024
H -5.4596 3.2487 -0.7687
*
```

***

Molecular formula: C18H16N3O6RhS3
Method: DFT, ωB97M-V with the def2-TZVPD basis set

total energy: -2616.2063 a.u.
HOMO-LUMO gap (alpha / beta): 6.23 / 6.61 eV
strongest force on any atom: 1.03 eV/Å
HOMO energy (alpha / beta): -0.22198 / -0.34420 Eh

ORCA input file:
```
! RIJCOSX wB97M-V def2-TZVPD def2/J DEFGRID3
* xyz 0 5
Rh -0.2383 -0.9193 -0.2457
S -1.3244 -4.7696 1.7381
C -2.7735 -3.7335 1.6848
C -2.5740 -2.5185 1.0205
C -1.3021 -2.3643 0.5504
C -0.4486 -3.5589 0.8682
C 0.8452 -3.5604 0.4285
C 1.8080 -4.5830 0.6040
C 3.0461 -4.4431 0.0445
C 3.3464 -3.2937 -0.6992
C 2.3869 -2.3006 -0.8328
N 1.1783 -2.4033 -0.2829
H -3.6899 -4.0944 2.1458
H -3.3547 -1.7722 0.9093
H 1.5396 -5.4642 1.1764
H 3.7934 -5.2193 0.1689
H 4.3120 -3.1616 -1.1682
H 2.5873 -1.3937 -1.3819
O -0.4510 -0.6924 -2.6287
S 0.4918 0.4434 -2.6416
O 1.4531 0.4483 -3.7027
O 1.0846 0.5114 -1.2793
C -0.5255 1.8983 -2.8313
C -0.5093 2.4473 -4.1078
C -1.3238 3.5249 -4.4201
C -2.1676 4.0604 -3.4645
C -2.2042 3.5267 -2.1859
C -1.3861 2.4538 -1.8477
S -1.5118 1.9336 -0.1458
O -2.6632 2.5767 0.4164
O -0.2518 2.2109 0.4874
O -1.7638 0.4265 -0.2427
H 0.1554 2.0186 -4.8443
H -1.2964 3.9445 -5.4199
H -2.8070 4.9016 -3.7108
H -2.8581 3.9390 -1.4268
C 2.0641 2.2487 3.1653
N 0.9108 1.3576 3.4186
C -0.2721 1.9736 4.0585
C 0.7183 0.3299 2.6033
N 0.5938 -0.6711 2.0112
H 2.3967 2.6532 4.1182
H 1.7836 3.0544 2.4911
H 2.8732 1.6756 2.7231
H 0.0531 2.4451 4.9823
H -0.9986 1.2019 4.2950
H -0.7259 2.7111 3.4008
*
```

***

Question: What is the strongest force on any atom in the first record?
Answer: 1.27 eV/Å

***

Question: strongest force on any atom of number 2 (C18H16N3O6RhS3)?
Answer: 1.03 eV/Å

***

Question: The lowest total energy belongs to which entry?
Answer: C18H16N3O6RhS3